(1)
The following is a DFT calculation (ωB97M-V/def2-TZVPD) of a molecular structure, C51H29Cl4N5O2Tc in a non-equilibrium geometry.

Positions of all 92 atoms, in Å:
Tc  -0.09650  0.48550  0.18222
Cl  5.77343  -2.69554  -6.49332
C  4.96422  -1.87823  -5.25287
C  4.79748  -2.49925  -4.02740
C  3.96945  -2.03366  -3.05012
C  3.24577  -0.83227  -3.29879
C  3.45659  -0.15223  -4.50620
C  4.33441  -0.64911  -5.46880
C  2.27349  -0.39586  -2.26837
C  0.92673  -0.34926  -2.58148
C  0.37978  -0.70498  -3.92054
C  -0.84350  -0.15201  -4.01240
C  -1.14744  0.50324  -2.79125
C  -2.26737  1.20328  -2.32635
C  -3.35671  1.25149  -3.35139
C  -4.20154  0.15571  -3.55697
C  -4.98759  0.10981  -4.73275
C  -5.02129  1.22249  -5.54614
Cl  -5.80917  1.07601  -7.07772
C  -4.39307  2.44476  -5.15283
C  -3.53201  2.45280  -4.05069
C  -2.53133  1.84245  -1.11203
N  -1.63483  1.82649  -0.01351
C  -2.28852  2.57375  0.89835
C  -1.77507  2.84279  2.29299
C  -2.53596  3.81037  3.05127
C  -3.72674  3.39346  3.63703
C  -4.38533  4.26657  4.39310
C  -3.87680  5.56305  4.61133
Cl  -4.80199  6.71670  5.58807
C  -2.71358  5.96830  4.05285
C  -1.97246  5.06291  3.27552
C  -0.73901  2.13121  2.83576
C  -0.09479  2.32466  4.12966
C  0.83001  1.32019  4.20996
C  0.82224  0.59986  2.94507
N  -0.10164  1.07302  2.11644
C  1.70835  -0.46533  2.37891
C  2.65236  0.01711  1.31377
C  3.98041  -0.03735  0.93977
C  4.04895  -0.10064  -0.47124
C  2.75599  -0.17518  -0.94258
N  1.87357  -0.00169  0.11903
C  2.09694  -1.62249  3.35693
C  1.31479  -1.97138  4.36957
C  1.52403  -3.10690  5.14658
C  2.72012  -3.83220  4.92887
Cl  3.07338  -5.19396  5.90315
C  3.58545  -3.44156  3.93935
C  3.24536  -2.36441  3.13324
C  -3.52955  3.16582  0.51699
C  -3.61206  2.72426  -0.82042
N  -0.12596  0.26686  -1.85825
H  5.08264  -3.57263  -3.89036
H  3.95553  -2.52059  -2.06742
H  2.97870  0.75471  -4.75012
H  4.45089  -0.06662  -6.38524
H  0.84105  -1.41503  -4.66254
H  -1.46444  -0.18264  -4.89581
H  -4.18451  -0.68501  -2.86266
H  -5.59271  -0.76720  -4.95509
H  -4.59317  3.30434  -5.67968
H  -2.91957  3.29947  -3.82864
H  -4.02340  2.34143  3.45509
H  -5.34591  3.95739  4.77748
H  -2.23043  6.93472  4.25609
H  -1.05014  5.36756  2.81496
H  -0.32995  3.08400  4.86191
H  1.60548  1.17068  4.93388
H  4.79375  -0.10367  1.56928
H  4.99559  -0.14528  -1.03087
H  0.41621  -1.38064  4.60052
H  0.83567  -3.37578  5.86580
H  4.55256  -3.92157  3.81834
H  3.89831  -2.15992  2.29788
H  -4.12544  3.89813  1.17390
H  -4.41052  2.73490  -1.61108
O  -2.98446  -2.18646  0.06441
N  -2.47511  -1.15807  -0.18234
O  -1.41079  -0.90302  0.64846
C  1.09620  -0.95469  0.96028
C  1.09561  -2.46616  0.67241
C  0.30650  -3.32193  1.37049
C  0.44640  -4.69493  1.20944
C  1.27090  -5.28827  0.30988
C  2.13571  -4.44160  -0.42375
C  2.01264  -3.04336  -0.23355
H  -0.34665  -2.93929  2.10990
H  -0.17780  -5.22619  1.88630
H  1.31513  -6.40379  0.24336
H  2.69148  -4.88782  -1.17980
H  2.63650  -2.37462  -0.84253

The LUMO energy (spin up / spin down) is -5.27 / -5.27 eV. The total charge is +1. The calculation puts the total energy at -117179.3318 eV. As for the HOMO-LUMO gap (spin up / spin down): 4.6 / 4.6 eV. For the energy above the lowest of the compared OMol25 structures with the same formula, charge and spin, the calculation gives 481.4 kJ/mol. The maximum force comes out at 4.2 eV/Å.

=====

(2)
The following is a DFT calculation (ωB97M-V/def2-TZVPD) of a molecular structure, C46H43N9O3S2SeSiW in a non-equilibrium geometry.

Positions of all 106 atoms, in Å:
W  0.26366  -0.31152  -0.14226
C  -1.24403  -0.25768  1.40198
Si  -2.49660  -1.67340  1.42069
C  -3.03613  -1.33368  -0.34533
N  -1.89139  -1.03313  -1.28387
C  -2.41700  0.00369  -2.23667
C  -3.72148  -0.40884  -2.92315
C  -3.63753  -1.84911  -3.46825
C  -2.19479  -2.34652  -3.46017
C  -1.55959  -2.28315  -2.07085
C  -1.97094  -3.44418  1.67924
C  -1.13699  -3.82461  2.73737
C  -0.85087  -5.16030  2.97682
C  -1.38734  -6.14433  2.15274
C  -2.23912  -5.78764  1.11302
C  -2.53680  -4.44820  0.88921
C  -3.87344  -1.32467  2.60949
C  -4.40262  -0.03200  2.71972
C  -5.46693  0.23353  3.56531
C  -6.01996  -0.79229  4.32198
C  -5.50347  -2.07724  4.23446
C  -4.43576  -2.34276  3.38751
H  -0.96223  -0.05761  2.43124
H  -1.82880  0.62165  1.06185
H  -3.64367  -0.43001  -0.25726
H  -3.68703  -2.09124  -0.78371
H  -1.68400  0.17804  -3.01381
H  -2.55960  0.93452  -1.68553
H  -3.88183  0.30084  -3.73661
H  -4.56917  -0.30267  -2.24971
H  -4.02377  -1.89098  -4.48488
H  -4.25644  -2.52173  -2.87153
H  -1.60324  -1.76222  -4.17126
H  -2.15037  -3.38224  -3.79888
H  -0.48028  -2.36449  -2.18115
H  -1.87701  -3.13357  -1.47257
H  -0.71428  -3.06661  3.39181
H  -0.22219  -5.43889  3.81348
H  -1.16929  -7.18816  2.34058
H  -2.68075  -6.54976  0.48240
H  -3.24083  -4.19451  0.10218
H  -3.97480  0.78584  2.14434
H  -5.86464  1.23777  3.63865
H  -6.85148  -0.58810  4.98393
H  -5.93028  -2.87709  4.82608
H  -4.03783  -3.34912  3.33535
N  3.43143  -2.93904  -1.08307
C  3.01554  -4.30232  -1.09309
C  3.87306  -5.27358  -1.57627
C  3.47742  -6.60395  -1.57245
C  2.22741  -6.95680  -1.09006
C  1.36129  -5.97697  -0.61273
C  1.76932  -4.65781  -0.61340
S  0.70311  -3.44019  0.10792
N  1.39100  -1.97277  -0.51385
C  2.66140  -1.89510  -0.86454
C  3.23088  -0.53276  -0.85662
C  4.54730  -0.22256  -1.12692
C  4.97123  1.09291  -1.01108
C  4.05447  2.05835  -0.64020
C  2.75263  1.66793  -0.38084
N  2.34835  0.39798  -0.46854
H  4.37837  -2.76814  -1.38548
H  4.85345  -4.99501  -1.95079
H  4.14742  -7.36313  -1.95192
H  1.91692  -7.99282  -1.08301
H  0.38247  -6.23366  -0.22159
H  5.25185  -0.99049  -1.41896
H  6.00219  1.36147  -1.20410
H  4.33589  3.09848  -0.54856
H  2.00651  2.39519  -0.09377
O  0.22392  3.31957  7.41217
S  1.52266  3.55632  8.00795
O  1.59257  3.44526  9.44046
O  2.28353  4.64345  7.40164
C  2.55328  2.19075  7.35442
N  3.64889  1.77526  8.01384
C  4.43976  0.91203  7.39131
C  4.17543  0.44114  6.10719
C  3.02010  0.92434  5.53028
N  2.21210  1.78641  6.12565
C  2.51870  0.59268  4.19055
C  2.52767  -0.68462  3.63791
C  1.88871  -0.90384  2.43649
N  1.25135  0.07894  1.77015
C  1.24872  1.31659  2.30566
C  1.86119  1.60966  3.48932
H  5.32410  0.59167  7.93081
H  4.85660  -0.22430  5.58936
H  2.98755  -1.51223  4.16151
H  1.83105  -1.90107  2.02170
H  0.67632  2.07463  1.78142
H  1.80335  2.60110  3.92345
Se  1.26210  -0.69174  -3.53209
N  0.49824  0.27170  -2.19145
C  0.30285  1.50902  -2.65425
C  -0.25831  2.58740  -1.91687
C  -0.43330  3.77723  -2.54998
C  -0.06730  3.96782  -3.92583
C  0.49481  2.97932  -4.65566
C  0.70286  1.70801  -4.03092
N  1.22109  0.65665  -4.63017
H  -0.55471  2.44367  -0.88478
H  -0.86219  4.61206  -2.00952
H  -0.24468  4.93339  -4.38100
H  0.78642  3.11853  -5.68826

Its spin multiplicity is 3. The LUMO energy (spin up / spin down) is -6.61 / -8.07 eV. The total charge is +2. The calculation puts the total energy at -164656.2069 eV. As for the HOMO-LUMO gap (spin up / spin down): 5.3 / 3.8 eV. For the energy above the lowest of the compared OMol25 structures with the same formula, charge and spin, the calculation gives 0.0 kJ/mol. Its expectation value of S² is 2.03. The maximum force comes out at 3.6 eV/Å.

=====

(3)
The following is a DFT calculation (ωB97M-V/def2-TZVPD) of a single C19H19N3OS2 molecule in a non-equilibrium geometry.

Positions of all 44 atoms, in Å:
O  -0.43048  -1.85422  -2.45906
C  -0.81408  -1.06502  -1.61886
N  -1.29946  -1.41984  -0.39532
C  -1.64534  -0.42912  0.35037
N  -2.16066  -0.55526  1.56453
C  -2.35854  0.55004  2.46671
C  -1.19374  0.58883  3.48531
N  -0.62225  -0.72565  3.72992
C  0.59244  -1.01623  2.97588
C  1.66898  -0.01560  3.29782
C  2.32691  0.67502  2.28992
C  3.31596  1.59369  2.59862
C  3.65020  1.83512  3.91935
C  2.99330  1.15362  4.93128
C  2.00982  0.23282  4.62222
C  -1.63034  -1.75350  3.62358
C  -2.22360  -1.85993  2.19774
S  -1.40301  1.19236  -0.36224
C  -0.79932  0.40906  -1.81035
C  -0.40493  1.12137  -2.88994
C  0.10052  0.68222  -4.13999
C  0.44680  1.55667  -5.15679
C  0.91649  0.91624  -6.30481
C  0.92865  -0.44226  -6.16016
S  0.36980  -0.96655  -4.63012
H  -3.31251  0.39299  2.97948
H  -2.41443  1.48353  1.90656
H  -0.40268  1.25023  3.13018
H  -1.56618  0.98627  4.43630
H  0.92493  -2.01112  3.29161
H  0.43706  -1.04817  1.88768
H  2.06691  0.49220  1.25621
H  3.82324  2.12304  1.80546
H  4.42079  2.55243  4.16040
H  3.25212  1.33942  5.96345
H  1.48952  -0.29966  5.40386
H  -1.19550  -2.71235  3.91044
H  -2.41778  -1.50992  4.34247
H  -3.26638  -2.19237  2.24102
H  -1.66112  -2.55652  1.57551
H  -0.48179  2.20127  -2.81240
H  0.35565  2.62438  -5.05803
H  1.23065  1.43208  -7.19494
H  1.24156  -1.16756  -6.88598

The structure (SMILES) is O=C1N=C(N2CCN(Cc3ccccc3)CC2)S/C1=C/c1cccs1. The LUMO energy is -0.10 eV. The calculation puts the total energy at -48199.2670 eV. As for the HOMO-LUMO gap: 7.7 eV. For the energy above the lowest of the compared OMol25 structures with the same formula, charge and spin, the calculation gives 185.2 kJ/mol. The maximum force comes out at 1.2 eV/Å.